Model i:
The following is a quantum chemistry calculation of 2 unconnected molecules or ions with the total composition C6H10Si, from the Open Molecules 2025 dataset.

The value obtained for the HOMO energy is -8.18 eV. Its total charge is 0. The multiplicity is 1. As for the SMILES: C#C[Si](=C)C=C.C.

Atoms and positions in Å:
Si 0.41781 -0.28125 -1.26097
C 2.54980 0.27851 0.68026
C -0.26579 2.44715 -0.86983
C 1.62403 -0.15719 0.07364
C -0.21254 -1.83278 -1.73410
C -0.39710 1.37722 -1.70343
C -1.01881 -0.94411 2.24744
H -0.76999 3.44452 -0.99618
H 0.34177 -2.87019 -1.48004
H -0.96098 -1.88412 -2.51596
H -1.42473 0.00215 2.19464
H -0.81332 -1.36907 3.26844
H 3.16253 0.56583 1.43180
H -1.02087 1.33173 -2.66065
H -0.01635 -0.93051 1.78175
H -1.41086 -1.64859 1.47785
H 0.21540 2.47070 0.06533

Model ii:
The following is a quantum chemistry calculation of a molecular structure, C6H10Si, from the Open Molecules 2025 dataset.

The value obtained for the HOMO energy is -9.20 eV. Its total charge is 0. The multiplicity is 1.

Atoms and positions in Å:
Si -0.05136 0.11203 0.52824
C -1.21061 0.93366 -1.93686
C 0.93592 -1.92335 -0.54379
C 1.37772 1.38969 0.24030
C -0.60826 -0.40797 2.22798
C 1.29878 -2.88398 -1.13893
C -1.36073 0.46345 -0.68104
H -1.61086 -0.75486 2.24926
H -0.59257 0.46776 2.78539
H 1.16078 2.34458 0.87453
H 1.17239 1.51877 -0.77110
H -2.01663 0.93311 -2.68391
H 2.38514 1.16920 0.39817
H -0.32335 1.43939 -2.38031
H 1.90649 -3.64956 -1.49163
H -2.32185 0.07964 -0.45986
H -0.14101 -1.23155 2.78355

Need the numbers? Relative energies in kcal/mol: model i 15.3; model ii 0.0.

Model i:
The following is a quantum chemistry calculation of C18H21N3O2S in the gas phase, from the Open Molecules 2025 dataset.

The value obtained for the HOMO energy is -8.61 eV. Its total charge is 0. The multiplicity is 1. As for the SMILES: CCCc1cc(=O)[nH]c(SCC(=O)N2CCCc3ccccc32)n1.

Atoms and positions in Å:
S 0.68807 -1.50543 0.97125
O -0.97724 1.36486 -0.39371
O 4.52497 -2.86270 -1.75277
N -2.33714 -0.07426 0.71480
N 2.78743 -2.09802 -0.51499
N 2.50007 0.15361 -0.00243
C 3.97504 1.89886 -0.74933
C -2.84090 -2.43574 0.64343
C -4.86930 1.88822 -1.14602
C -5.75962 0.89560 -1.51883
C 4.34578 -0.51939 -1.34539
C -3.48567 0.24874 -0.05326
C -1.14519 0.53046 0.47051
C 5.84102 1.70088 0.95621
C -4.38720 -0.75621 -0.41051
C -5.51609 -0.41103 -1.14355
C 0.02669 0.14668 1.36898
C -3.74347 1.56848 -0.41302
C -4.19959 -2.19384 -0.00290
C -2.51315 -1.24904 1.54621
C 3.61735 0.44745 -0.72582
C 3.96618 -1.90491 -1.26729
C 4.50746 2.35350 0.61640
C 2.12796 -1.07539 0.06426
H 4.72395 2.08346 -1.51976
H -4.99251 -2.45208 0.70707
H -4.32726 -2.83920 -0.87448
H 6.58973 1.94926 0.20710
H 0.84857 0.83272 1.15424
H 3.76939 2.10451 1.38078
H -6.21061 -1.19097 -1.42216
H 4.62646 3.43843 0.60183
H -2.84742 -3.36018 1.22095
H 6.19708 2.04650 1.92392
H -6.64043 1.13870 -2.09358
H -1.61927 -1.45423 2.12993
H 3.07243 2.46701 -0.98172
H 5.23001 -0.28450 -1.91428
H -5.05277 2.91568 -1.42069
H -3.05439 2.34291 -0.12142
H 5.74188 0.61819 0.99347
H -3.34604 -1.06348 2.23396
H -0.22976 0.16243 2.42708
H -2.06388 -2.51637 -0.11871
H 2.45133 -3.05014 -0.42578

Model ii:
The following is a quantum chemistry calculation of C18H21N3O2S in the gas phase, from the Open Molecules 2025 dataset.

The value obtained for the HOMO energy is -8.30 eV. Its total charge is 0. The multiplicity is 1. As for the SMILES: CC(C)(C)c1ccc(C(=O)NCC(=O)N/N=C/c2cccs2)cc1.

Atoms and positions in Å:
S 0.77953 -1.93907 1.28257
O 3.18182 1.87435 -0.87777
O 6.26575 0.57469 -0.42544
N 3.14579 1.05576 1.22740
N 3.27996 -1.15985 -0.12279
N 4.46317 -0.74006 -0.57774
C -0.76057 -2.65073 1.03318
C 0.44703 1.00005 -1.14214
C 2.49463 -1.83444 -0.86801
C 4.58225 0.90264 1.26283
C -3.22663 0.74937 -0.10640
C 0.27670 1.45326 1.19774
C -1.71742 0.92879 -0.07600
C -3.63696 -0.33102 0.90336
C -3.88460 2.08587 0.26610
C 1.22280 -2.24448 -0.36854
C -1.08952 1.27094 1.12072
C -3.74197 0.32648 -1.48455
C 2.54576 1.45899 0.07143
C -0.91883 0.79823 -1.20627
C 5.18507 0.26421 0.01262
C -0.92818 -3.09192 -0.24309
C 1.06540 1.31523 0.06079
C 0.20305 -2.86380 -1.04590
H 0.72505 1.73107 2.14059
H -1.67504 1.40045 2.01849
H -4.71817 -0.45184 0.89982
H 5.06079 1.88354 1.35648
H 4.78275 -1.02420 -1.50793
H -3.29429 -0.61472 -1.79609
H -1.45022 -2.70857 1.85164
H 2.73986 -2.10336 -1.90085
H -3.53254 1.08722 -2.23264
H -3.18129 -1.28193 0.63688
H 2.60636 0.47306 1.84708
H 0.26846 -3.13955 -2.08314
H -3.57593 2.86363 -0.42910
H -3.32843 -0.07322 1.91244
H -1.35191 0.54200 -2.15903
H -3.60713 2.39675 1.26947
H -4.82040 0.18843 -1.44100
H 4.85450 0.29195 2.12530
H -4.96783 1.99458 0.22380
H -1.82501 -3.56849 -0.59712
H 1.05642 0.90971 -2.02917

Need the numbers? Relative energies in kcal/mol: model i 0.0; model ii 29.4.

Model i:
The following is a quantum chemistry calculation of C20H35N5O3 in the gas phase, from the Open Molecules 2025 dataset.

The value obtained for the HOMO energy is -7.76 eV. Its total charge is 0. The multiplicity is 1. As for the SMILES: CC(C)CN(C(=O)CN1CCCCCC1)c1c(N)n(CC(C)C)c(=O)[nH]c1=O.

Atoms and positions in Å:
O -0.27141 -4.12307 -2.86647
O 0.43782 2.32809 0.94168
O 0.54464 0.32091 -2.82220
N 3.11824 1.08597 0.77194
N -0.71692 -3.01089 -0.92670
N -1.15525 -1.82099 1.05505
N -0.46775 0.56588 -0.11511
N 0.11360 -1.89967 -2.79255
C -0.72512 -1.82439 -0.24015
C 0.59925 1.28892 0.33398
C 3.84991 3.24327 3.01619
C -3.77363 2.17923 -1.11834
C 2.74641 2.18585 3.03845
C 3.87295 2.19753 0.24203
C 0.12862 -0.63412 -2.20021
C 3.10709 0.94318 2.20809
C -0.35335 -0.64547 -0.84556
C -2.35156 1.66844 -1.33680
C -1.80686 1.13150 -0.00674
C -1.22093 -4.24152 -0.33874
C -1.45412 2.77209 -1.88664
C -3.17178 -5.59195 0.41877
C 1.95939 0.64569 0.04833
C -0.29226 -3.08342 -2.25093
C 3.29664 3.59416 0.51934
C -3.42511 -4.02455 -1.52789
C -2.74879 -4.25269 -0.17899
C 3.77031 4.21717 1.83509
H 1.85335 -0.43708 0.21350
H -0.48349 2.36840 -2.16201
H -4.24792 -5.61458 0.56766
H -2.37886 0.84501 -2.06056
H 3.94177 2.04589 -0.83946
H 2.21058 3.51762 0.52204
H 4.81753 2.73439 3.00836
H 3.57480 4.26422 -0.29716
H -0.93091 -5.03714 -1.02983
H -2.69052 -5.76121 1.37981
H -0.72454 -4.42671 0.61938
H -4.41619 1.39122 -0.72987
H -2.48370 0.36181 0.37937
H -4.19495 2.53374 -2.05555
H -1.31019 3.55088 -1.14148
H 3.80770 3.82716 3.93912
H 2.59709 1.85225 4.06919
H -4.50425 -4.10613 -1.42610
H -3.05158 -3.44946 0.50113
H -1.90132 3.21419 -2.77374
H -3.08656 -4.76172 -2.25174
H 4.88608 2.12580 0.65103
H 2.40895 0.13671 2.45214
H 1.80953 2.60908 2.68125
H -2.90098 -6.40549 -0.24967
H 4.11147 0.61230 2.51228
H -3.77185 3.00419 -0.40948
H 2.14862 0.79538 -1.01938
H 4.75976 4.66054 1.69253
H -1.12839 -2.68010 1.57655
H 3.08501 5.02982 2.08661
H -1.73901 1.94914 0.71454
H -0.92606 -0.98466 1.57039
H -3.19509 -3.03441 -1.91549
H 0.44410 -1.94621 -3.75028

Model ii:
The following is a quantum chemistry calculation of C20H35N5O3 in the gas phase, from the Open Molecules 2025 dataset.

The value obtained for the HOMO energy is -8.14 eV. Its total charge is 0. The multiplicity is 1. As for the SMILES: CC(C)CN(C(=O)CN1CCC(C)CC1)c1c(N)n(CC(C)C)c(=O)[nH]c1=O.

Atoms and positions in Å:
O 1.73410 0.74685 2.36055
O 1.48693 -3.65823 1.39778
O 0.35440 3.52845 -0.52372
N 0.60264 -0.66143 -2.01976
N -1.58284 0.80965 0.04324
N 1.54352 -1.44812 1.83969
N 0.90764 -2.20852 -0.26635
N 1.22634 1.45256 -0.39679
C -2.41743 0.01031 0.92323
C 1.51016 -0.08959 1.50953
C 1.19050 0.13474 0.12849
C 4.54194 3.13676 -0.62030
C -3.69803 0.71790 1.37506
C -0.89146 1.89734 0.72222
C -1.73884 -2.89075 -1.96471
C 2.43332 1.86021 -1.10305
C -1.36476 -4.02691 0.23332
C 4.47137 0.67455 -0.17678
C 0.65031 -3.34840 -1.13719
C -5.78240 1.88667 0.56719
C 3.66134 1.96932 -0.18092
C -0.81684 -3.81960 -1.17623
C -2.34358 1.26581 -1.11092
C -4.51825 1.13965 0.15432
C -3.64244 1.99980 -0.75832
C 0.87230 -0.90995 -0.70742
C 0.28656 2.38832 -0.10814
C 1.32694 -2.51878 1.02399
H 4.88699 2.98959 -1.64217
H 5.41148 3.21930 0.02714
H -6.36113 2.17120 -0.30881
H 3.86293 -0.17026 0.13726
H -5.52735 2.78988 1.11751
H -1.79655 -1.91105 -1.49487
H 4.86189 0.46868 -1.17234
H -2.34640 -4.49231 0.18948
H -2.74333 -3.30848 -1.98443
H -0.50905 1.53696 1.67844
H -4.27999 0.04522 2.00768
H 1.81973 -1.67042 2.78980
H -0.79904 -4.78905 -1.68679
H -1.81696 -0.28762 1.78677
H 0.06179 -1.33754 -2.53030
H -2.58874 0.38030 -1.71006
H 3.30182 2.16456 0.83379
H -6.40450 1.26155 1.20393
H 2.63238 1.15023 -1.91162
H 0.36509 0.30220 -2.20194
H -1.70110 1.91877 -1.70668
H -4.80879 0.23498 -0.39518
H 2.20535 2.83933 -1.53014
H 1.01783 -3.12839 -2.14157
H -3.40731 2.94025 -0.25705
H -4.17692 2.24048 -1.67904
H 5.31084 0.75952 0.50899
H -3.44088 1.59831 1.96703
H -2.69438 -0.89627 0.37264
H -1.40950 -2.78782 -2.99864
H -1.52955 2.77016 0.91496
H 3.98779 4.07046 -0.57125
H -1.46091 -3.07423 0.75035
H -0.70215 -4.66353 0.81210
H 1.24832 -4.16621 -0.72479

Need the numbers? Relative energies in kcal/mol: model i 9.9; model ii 0.0.

Model i:
The following is a quantum chemistry calculation of 2 unconnected molecules or ions with the total composition CH2INO2, from the Open Molecules 2025 dataset.

The value obtained for the HOMO energy is -10.00 eV. Its total charge is 0. The multiplicity is 1. As for the SMILES: N=C=O.OI.

Atoms and positions in Å:
I -3.17427 -0.22736 0.08901
O 1.93769 0.81861 -0.41195
O -3.19586 1.81130 -0.17785
N -0.15034 1.66295 0.42598
C 0.90910 1.28597 -0.06130
H -3.73362 2.04606 -0.97172
H -0.94592 1.96554 -0.02512

Model ii:
The following is a quantum chemistry calculation of 2 unconnected molecules or ions with the total composition CH2INO2, from the Open Molecules 2025 dataset.

The value obtained for the HOMO energy is -9.79 eV. Its total charge is 0. The multiplicity is 1. As for the SMILES: N=C=O.OI.

Atoms and positions in Å:
I -0.80324 2.16127 -1.43805
O -1.01857 0.20950 -1.29458
O 2.25671 -0.89968 0.45785
N 0.35846 -0.44322 1.73707
C 1.26140 -0.66952 0.99577
H -1.43852 -0.09260 -2.10801
H -0.61623 -0.26576 1.64995

Need the numbers? Relative energies in kcal/mol: model i 2.0; model ii 0.0.